Below is C26H48N5O16P2SSi2TeW as an isolated structure at a distorted geometry, with properties calculated with wB97M-V/def2-TZVPD.

Output
Lowest unoccupied orbital energy, eV: -10.52
Calculated total energy, Ha: -4491.3633
ΔE to the lowest compared entry with this formula, charge and spin, kJ/mol: 229.21
Orbital gap, eV: 5.7

Structure (ORCA input):
```
! wB97M-V def2-TZVPD RIJCOSX def2/J DEFGRID3
* xyz 3 1
W 0.434 -0.779 0.615
C -1.049 -5.336 -1.041
C -0.272 -4.391 -0.145
O 0.645 -5.067 0.711
P -1.315 -3.459 1.089
O -0.971 -3.977 2.518
O -2.838 -3.649 0.830
O -1.143 -1.946 1.081
P 0.562 -2.958 -0.939
O 1.455 -3.304 -2.131
O -0.517 -1.938 -1.218
O 1.334 -2.408 0.288
H -1.547 -6.104 -0.448
H -0.361 -5.835 -1.726
H -1.788 -4.805 -1.639
H 1.231 -5.646 0.205
H -0.356 -4.731 2.587
H -3.269 -4.519 0.831
H 1.371 -2.643 -2.904
O 3.422 -1.452 1.890
C 3.035 -0.766 0.997
O 1.960 0.068 1.135
C 3.599 -0.715 -0.373
C 4.947 -0.884 -0.639
C 5.387 -0.801 -1.943
C 4.513 -0.632 -3.000
C 3.161 -0.542 -2.738
C 2.670 -0.529 -1.418
O 1.363 -0.333 -1.165
N 2.218 -0.448 -3.854
O 1.283 -1.265 -3.871
O 2.403 0.371 -4.704
N 6.839 -0.921 -2.229
O 7.565 -1.017 -1.266
O 7.157 -0.908 -3.395
H 5.659 -1.053 0.160
H 4.889 -0.596 -4.016
C -3.951 -2.708 -2.563
Si -3.801 -0.829 -2.519
C -5.433 0.062 -2.779
C -2.551 -0.295 -3.833
C -3.270 -0.432 -0.673
Te -1.321 0.510 -0.742
C -2.157 2.438 -0.194
Si -1.312 3.735 -1.339
C -1.010 5.321 -0.393
C -2.306 3.951 -2.907
C 1.050 3.290 -2.625
H -4.280 -3.056 -3.543
H -4.666 -3.078 -1.826
H -2.974 -3.147 -2.360
H -5.806 -0.113 -3.790
H -5.339 1.143 -2.647
H -6.203 -0.295 -2.093
H -2.969 -0.416 -4.833
H -1.642 -0.894 -3.776
H -2.266 0.752 -3.712
H -3.243 -1.329 -0.062
H -3.982 0.272 -0.244
H -2.001 2.732 0.841
H -3.227 2.395 -0.401
H -1.953 5.860 -0.279
H -0.332 5.989 -0.929
H -0.608 5.155 0.607
H -3.095 4.687 -2.738
H -2.783 3.024 -3.229
H -1.703 4.328 -3.735
H 2.035 2.885 -2.397
H 1.135 4.374 -2.726
H 0.698 2.876 -3.573
C 3.141 2.803 0.478
C 1.903 3.526 0.981
S 0.575 2.452 1.668
O 0.148 2.935 -1.570
C 0.967 2.569 3.459
C 2.147 1.722 3.925
H 3.809 3.521 0.002
H 2.860 2.055 -0.262
H 3.690 2.315 1.283
H 1.422 4.054 0.162
H 2.142 4.237 1.770
H 0.045 2.297 3.969
H 1.153 3.624 3.658
H 2.095 0.705 3.544
H 2.178 1.689 5.015
H 3.090 2.152 3.591
C 0.952 -1.836 5.282
N -0.059 -0.973 4.652
C -0.986 -0.318 5.406
C -1.941 0.445 4.831
C -1.946 0.562 3.412
N -0.969 -0.026 2.689
C -0.098 -0.827 3.311
O 0.700 -1.472 2.560
N -2.898 1.221 2.776
H 1.373 -1.325 6.145
H 1.741 -2.049 4.568
H 0.495 -2.767 5.616
H -0.912 -0.464 6.475
H -2.690 0.947 5.426
H -3.634 1.686 3.284
H -2.902 1.274 1.771
*
```

Below is C29H46ClN2O6PTi as an isolated structure at a distorted geometry, with properties calculated with wB97M-V/def2-TZVPD.

Output
Lowest unoccupied orbital energy, eV: -7.42
Calculated total energy, Ha: -3344.2628
ΔE to the lowest compared entry with this formula, charge and spin, kJ/mol: 37.62
Orbital gap, eV: 7.1

Structure (ORCA input):
```
! wB97M-V def2-TZVPD RIJCOSX def2/J DEFGRID3
* xyz 2 1
Ti -0.457 -0.053 -0.387
Cl -0.164 7.099 0.284
C -0.036 5.390 0.324
C 0.506 4.761 1.457
C 0.646 3.392 1.516
C 0.222 2.593 0.455
O 0.368 1.274 0.484
C -0.346 3.225 -0.687
C -0.762 2.438 -1.781
O -0.726 1.177 -1.816
C -0.454 4.630 -0.736
H 0.814 5.374 2.294
H 1.080 2.920 2.388
H -1.120 2.950 -2.678
H -0.878 5.103 -1.614
C -2.282 -1.001 3.231
O -0.855 -0.810 3.400
C -0.063 -0.857 2.376
O -0.438 -1.102 1.197
N 1.219 -0.671 2.681
N 2.184 -0.764 1.682
H -2.621 -1.511 4.126
H -2.489 -1.604 2.352
H -2.755 -0.027 3.148
H 1.468 -0.506 3.646
H 2.824 -1.518 1.906
H 2.705 0.103 1.627
C -4.255 -0.704 -0.419
C -2.807 -0.368 -0.389
O -2.346 0.620 0.250
O -1.947 -1.076 -1.024
H -4.769 -0.255 0.426
H -4.389 -1.783 -0.438
H -4.683 -0.296 -1.338
C -0.062 -1.037 -6.256
C -1.007 -1.877 -5.379
C -0.788 -1.602 -3.883
C 0.703 -1.344 -3.628
C 1.117 -0.008 -4.288
C 0.289 0.273 -5.555
P 1.146 -1.388 -1.826
C 1.266 -3.177 -1.314
C 1.908 -4.092 -2.383
C 0.865 -4.930 -3.118
C 0.154 -5.890 -2.151
C 0.029 -5.280 -0.744
C -0.079 -3.759 -0.831
C 2.911 -0.821 -1.676
C 3.087 0.707 -1.652
C 4.469 1.050 -1.071
C 5.540 0.046 -1.540
C 5.137 -0.590 -2.869
C 3.882 -1.460 -2.691
H -0.524 -0.841 -7.223
H 0.862 -1.588 -6.451
H -0.850 -2.937 -5.587
H -2.046 -1.655 -5.629
H -1.159 -2.444 -3.296
H -1.355 -0.724 -3.573
H 1.262 -2.161 -4.092
H 2.174 -0.042 -4.555
H 0.982 0.813 -3.585
H 0.858 0.921 -6.221
H -0.632 0.804 -5.298
H 1.941 -3.131 -0.452
H 2.606 -4.768 -1.884
H 2.499 -3.517 -3.096
H 1.350 -5.496 -3.913
H 0.136 -4.271 -3.598
H 0.704 -6.830 -2.088
H -0.835 -6.130 -2.544
H 0.904 -5.539 -0.142
H -0.841 -5.694 -0.234
H -0.335 -3.341 0.140
H -0.886 -3.502 -1.521
H 3.182 -1.177 -0.677
H 2.304 1.177 -1.057
H 3.019 1.109 -2.662
H 4.428 1.053 0.023
H 4.744 2.059 -1.381
H 5.676 -0.747 -0.799
H 6.502 0.547 -1.641
H 5.948 -1.208 -3.252
H 4.958 0.194 -3.608
H 4.181 -2.443 -2.324
H 3.408 -1.609 -3.663
*
```

Below is one molecule with the formula C4H5NO at a distorted geometry, with properties calculated with wB97M-V/def2-TZVPD.

Output
SMILES: C1=CCON=C1
Lowest unoccupied orbital energy, eV: 0.66
Calculated total energy, Ha: -285.2607
ΔE to the lowest compared entry with this formula, charge and spin, kJ/mol: 403.99
Orbital gap, eV: 9.0

Structure (ORCA input):
```
! wB97M-V def2-TZVPD RIJCOSX def2/J DEFGRID3
* xyz 0 1
C 1.228 0.747 0.169
C 0.092 1.400 -0.046
C -1.289 0.586 -0.029
O -1.023 -0.840 0.067
N 0.064 -1.391 -0.040
C 1.182 -0.679 -0.069
H 2.186 1.377 -0.057
H -0.101 2.468 -0.194
H -1.945 0.907 -0.944
H -1.824 0.724 0.956
H 2.140 -1.338 -0.174
*
```

Q: Among the records above, which one has the lowest lowest unoccupied orbital energy?
A: C26H48N5O16P2SSi2TeW

Q: Among the records above, which one has the highest ΔE to the lowest compared entry with this formula, charge and spin?
A: C4H5NO

Q: Which value of lowest unoccupied orbital energy does entry 3 give?
A: 0.66 eV